(i)
# C2H4N4S

A single C2H4N4S molecule (ωB97M-V with the def2-TZVPD basis set, the OMol25 dataset).

```
11
C2H4N4S (ωB97M-V with the def2-TZVPD basis set)
H 2.6166 0.5336 1.5973
N 2.5007 0.2134 0.6436
C 1.3161 0.0434 0.1864
N 1.0527 -0.3659 -1.1909
C -0.2079 -0.4497 -1.3483
N -0.8929 -0.1705 -0.1660
S -2.3998 0.7264 -0.3114
N 0.0147 0.3633 0.7592
H -0.7005 -0.7347 -2.2685
H -3.1583 -0.1082 0.4338
H -0.1416 -0.0511 1.6649
```

gap between HOMO and LUMO: 9.27 eV
structure (SMILES): [H]/N=c1/ncn(S)[nH]1

(ii)
# C2H4N4S

A single C2H4N4S molecule (ωB97M-V with the def2-TZVPD basis set, the OMol25 dataset).

```
11
C2H4N4S (ωB97M-V with the def2-TZVPD basis set)
C -0.8985 -1.3498 -0.1131
C -1.4225 0.0360 0.0979
N 0.3016 -1.5323 0.1513
N -0.3933 0.8590 0.3944
N 0.8187 0.2551 0.7629
N 1.8635 0.6652 0.0747
S -2.9624 0.5811 -0.1107
H -1.3693 -2.2236 -0.4721
H -0.4894 1.7492 -0.0726
H 1.8619 0.9130 -0.8722
H 2.6897 0.0472 0.1594
```

gap between HOMO and LUMO (alpha / beta): 7.87 / 7.86 eV

Energy ordering: (i) at the bottom, the next structure 2.646 eV above.

(i)
# H2IOPS2

H2IOPS2 as an isolated structure (ωB97M-V with the def2-TZVPD basis set, the OMol25 dataset).

```
7
H2IOPS2 (ωB97M-V with the def2-TZVPD basis set)
O 0.0974 -0.2642 1.5392
P -0.0863 0.0748 -0.0004
S 0.9777 2.1308 -0.0495
S 0.9346 -1.4357 -1.0751
I -2.5281 -0.4402 -0.1305
H 0.1260 0.6036 1.7693
H 0.4787 -0.6690 -2.0530
```

gap between HOMO and LUMO: 7.01 eV

(ii)
# H2IOPS2

A 2-piece molecular cluster, H2IOPS2 overall (ωB97M-V with the def2-TZVPD basis set, the OMol25 dataset).

```
7
H2IOPS2 (ωB97M-V with the def2-TZVPD basis set)
O 1.6782 -1.4298 0.7787
P 1.5499 -0.2526 -0.0633
S 0.4230 1.3169 0.2151
S 2.6667 -0.4829 -1.8039
H 2.3346 0.7380 -2.2375
I -4.4910 -0.0721 2.3444
H -4.1615 0.1826 0.7665
```

gap between HOMO and LUMO: 9.35 eV
structure (SMILES): O=P(=S)S.I

Energy ordering: (ii) at the bottom, the next structure 0.857 eV above.

(i)
# C15H42O6

A 6-piece molecular cluster, C15H42O6 overall (ωB97M-V with the def2-TZVPD basis set, the OMol25 dataset).

```
63
C15H42O6 (ωB97M-V with the def2-TZVPD basis set)
C 3.2934 -3.0861 2.2501
C 2.0873 -2.4792 1.5779
C 0.8561 -2.5563 2.4660
O 2.3143 -1.0799 1.2742
H 4.1819 -3.0894 1.6114
H 3.0822 -4.1290 2.4912
H 3.5480 -2.5530 3.1675
H 1.8462 -2.9835 0.6385
H 1.0291 -2.1170 3.4523
H 0.5525 -3.5944 2.6125
H 0.0086 -2.0043 2.0544
H 3.2568 -0.9175 1.3656
C 1.2446 3.1439 -1.7130
C 2.0943 3.3790 -0.4868
C 2.2520 4.8371 -0.1277
O 1.4554 2.6781 0.6137
H 0.2309 3.5166 -1.5385
H 1.1573 2.0970 -1.9982
H 1.6650 3.7072 -2.5477
H 3.0734 2.9109 -0.6392
H 2.6221 5.4224 -0.9741
H 3.0224 4.9758 0.6350
H 1.3020 5.2442 0.2129
H 2.1302 2.5294 1.2826
C -4.0650 -0.3230 3.1639
C -2.8586 0.3188 2.5246
C -1.6674 0.4106 3.4610
O -2.5310 -0.4645 1.3711
H -3.8427 -1.3266 3.5334
H -4.8703 -0.4281 2.4362
H -4.4051 0.2733 4.0121
H -3.1204 1.3235 2.1681
H -1.7980 1.1227 4.2780
H -0.7753 0.7006 2.9020
H -1.4591 -0.5553 3.9316
H -1.6745 -0.1823 1.0079
C 1.0053 -2.0738 -2.3363
C 2.3679 -2.4626 -2.8553
C 2.6908 -3.9124 -2.5465
O 2.4262 -2.2417 -4.2645
H 0.9661 -2.1426 -1.2473
H 0.2149 -2.6988 -2.7537
H 0.7601 -1.0321 -2.5536
H 3.1242 -1.8224 -2.3846
H 3.6719 -4.1899 -2.9382
H 1.9446 -4.6065 -2.9353
H 2.7467 -4.1144 -1.4706
H 3.2628 -1.8411 -4.5091
C -4.1279 1.3051 -2.9502
C -3.3258 1.0060 -1.7071
C -2.7633 2.2534 -1.0409
O -4.1701 0.2938 -0.8155
H -5.0614 1.8152 -2.7005
H -4.3836 0.4112 -3.5182
H -3.5661 1.9704 -3.6116
H -2.4757 0.3625 -1.9779
H -2.1907 1.9409 -0.1636
H -3.5417 2.9728 -0.7883
H -2.0269 2.7627 -1.6723
H -3.6560 0.0645 -0.0262
O -0.0839 0.3425 0.3353
H 0.5842 -0.2848 0.6399
H 0.3687 1.2002 0.3217
```

gap between HOMO and LUMO: 9.31 eV
structure (SMILES): CC(C)O.CC(C)O.CC(C)O.CC(C)O.CC(C)O.O

(ii)
# C15H42O6

C15H42O6 as an isolated structure (ωB97M-V with the def2-TZVPD basis set, the OMol25 dataset).

```
63
C15H42O6 (ωB97M-V with the def2-TZVPD basis set)
O -0.2609 -0.1545 -0.6683
H -0.4045 -0.5725 0.1807
H 0.4664 0.4495 -0.5186
C 2.8368 0.5011 -1.3855
C 2.3897 1.3267 -0.1509
C 1.8069 2.6382 -0.6457
O 1.4442 0.5632 0.5391
H 3.7049 0.8516 -1.9437
H 1.9047 0.2548 -1.8940
H 3.2177 -0.4407 -0.9904
H 3.2755 1.5939 0.4253
H 0.9482 2.4296 -1.2837
H 2.4398 3.2411 -1.2969
H 1.4757 3.2352 0.2040
H 1.9823 -0.1033 0.9726
C -1.9375 -1.6083 -2.1851
C -0.5465 -1.4324 -2.8786
C 0.6414 -2.2986 -2.3992
O -0.6295 -1.6224 -4.2912
H -1.9185 -1.4091 -1.1136
H -2.3464 -2.5910 -2.4199
H -2.6021 -0.8148 -2.5269
H -0.3433 -0.3625 -2.8350
H 1.5156 -2.2478 -3.0482
H 0.3311 -3.3434 -2.4116
H 0.8629 -1.9270 -1.3987
H -1.2978 -1.0107 -4.6087
C 1.4105 0.9549 3.1501
C 0.0636 0.2921 3.4219
C -1.0054 0.7882 2.4013
O 0.1784 -1.1131 3.2808
H 2.1883 0.5450 3.7943
H 1.2832 2.0327 3.2506
H 1.8300 0.7851 2.1585
H -0.2017 0.6940 4.3998
H -0.6956 0.4955 1.3981
H -1.2000 1.8560 2.5019
H -1.9552 0.2812 2.5713
H -0.2421 -1.4593 2.4902
C -0.6744 2.8258 -0.7171
C -1.8994 2.0460 -0.0968
C -3.2311 2.7794 -0.1006
O -2.1219 0.9806 -0.9759
H -0.6889 3.9001 -0.5331
H -0.5133 2.5801 -1.7667
H 0.2520 2.5724 -0.2016
H -1.6470 1.6488 0.8863
H -3.0918 3.8192 0.1951
H -3.9024 2.4543 0.6942
H -3.6626 2.8881 -1.0956
H -1.3212 0.4518 -1.0050
C -0.4786 -3.3686 0.2587
C -0.0136 -2.4015 1.3505
C 1.4624 -2.0044 1.0615
O -0.8406 -1.2797 1.2856
H -1.2967 -3.9944 0.6152
H 0.3538 -4.0491 0.0793
H -0.8773 -2.9210 -0.6517
H -0.2148 -2.8892 2.3043
H 1.5044 -1.2776 0.2502
H 2.0367 -2.9162 0.8976
H 2.0034 -1.6130 1.9230
H -1.7478 -1.5302 1.0963
```

gap between HOMO and LUMO: 9.08 eV

Energy ordering: (i) at the bottom, the next structure 11.540 eV above.